Entry 1:
The following is a quantum chemistry calculation of a 2-piece molecular cluster, C9H14O overall in a non-equilibrium geometry, from the Open Molecules 2025 dataset.

Positions of all 24 atoms, in Å:
1 H 1.6687 -1.9862 -2.1492
2 H -1.9918 1.7381 -3.2454
3 H -1.6908 -0.3661 1.3712
4 C 1.6770 -1.9386 0.3251
5 H -1.5056 -1.2301 -0.7690
6 H 1.1733 -0.2482 3.8928
7 H 2.5975 -2.3820 -0.0428
8 H 0.3811 1.0602 3.0044
9 C -0.7464 -0.8670 1.1828
10 C -0.6616 -1.3258 -0.0979
11 C -0.3808 2.4779 -2.0888
12 H -2.5155 2.2883 -1.6851
13 H -0.4894 3.5439 -2.2270
14 O 0.7391 -1.8842 -1.8831
15 H 0.2995 2.0617 -2.8140
16 H 2.4747 -1.5309 2.2025
17 C 1.6045 -1.4120 1.5744
18 C 0.3139 0.0047 3.2728
19 H -1.6572 0.7281 -1.8088
20 C 0.5937 -1.7696 -0.5952
21 C 0.3797 -0.8660 2.0521
22 H 0.0572 2.3921 -1.0874
23 C -1.7191 1.7435 -2.1983
24 H -0.6015 -0.2317 3.8139

The value obtained for the LUMO energy (alpha / beta) is -3.9 / -7.5 eV. Its highest occupied orbital energy (alpha / beta) is -14.059 / -14.633 eV. As for the net charge: +1. The energy relative to the best compared isomer or geometry (same formula, charge and spin) is 7.68 kcal per mole. The expectation value of S² is 0.77. The multiplicity is 2.

Entry 2:
The following is a quantum chemistry calculation of a 2-piece molecular cluster, C9H14O overall in a non-equilibrium geometry, from the Open Molecules 2025 dataset.

Positions of all 24 atoms, in Å:
1 H 2.3180 -2.1605 1.2784
2 H -0.0659 2.2087 0.7022
3 H -0.7169 4.2304 2.8776
4 C -0.2084 -0.8886 0.1239
5 C 0.9929 -2.3120 -1.5018
6 H 1.9284 -2.7726 -1.7846
7 C -0.0633 -2.3219 -2.3906
8 H -1.7886 4.0093 1.5946
9 O -2.3326 -1.4995 -2.6846
10 C -1.3216 -0.9905 -0.6682
11 H 0.7657 2.3374 2.2913
12 H -0.3096 -0.3707 1.0670
13 H -0.0965 -2.7308 -3.3898
14 C -0.7307 3.9388 1.8221
15 C -1.2520 -1.6695 -1.9069
16 H -0.1400 4.5930 1.1860
17 H 2.4424 -0.3993 0.7963
18 C 2.2011 -1.4139 0.4860
19 H -2.6089 -2.3725 -3.0224
20 H -2.1827 -0.4297 -0.3293
21 C 0.9523 -1.5194 -0.3279
22 C -0.1577 2.5422 1.7503
23 H 3.0815 -1.6706 -0.1296
24 H -0.7066 1.6623 2.1601

The value obtained for the LUMO energy (alpha / beta) is -4.0 / -7.8 eV. Its highest occupied orbital energy (alpha / beta) is -14.218 / -14.218 eV. As for the net charge: +1. The energy relative to the best compared isomer or geometry (same formula, charge and spin) is 22.31 kcal per mole. The expectation value of S² is 0.77. The multiplicity is 2.

Entry 3:
The following is a quantum chemistry calculation of C9H14O2S2 as an isolated structure in a non-equilibrium geometry, from the Open Molecules 2025 dataset.

Positions of all 27 atoms, in Å:
1 H -1.7590 1.5304 -1.4953
2 H 0.6476 -2.9420 1.9947
3 H -1.3772 0.7902 -3.0107
4 H 0.0994 2.3623 -0.2380
5 C -2.2363 -1.5530 1.4999
6 H 0.0524 2.8828 -2.8919
7 H -1.2765 0.9459 0.4388
8 O 2.5260 0.3756 -1.3949
9 H -1.1352 -0.6740 3.0526
10 O 1.2404 -2.4308 -0.7166
11 H 0.0591 0.9510 1.6925
12 C -0.9657 1.0925 -2.0701
13 C -1.4997 -0.5716 2.0522
14 C 0.3490 1.9624 -2.2486
15 H -2.6697 -2.3734 1.9210
16 S 1.7639 0.7588 -0.2076
17 C -0.7358 0.3443 1.2558
18 C 0.9293 2.2607 -0.9082
19 S -0.6596 -0.6425 -1.4957
20 H 1.6041 3.0911 -0.8181
21 C 1.0240 -1.7457 0.2598
22 C 1.3266 -2.0534 1.6880
23 H 2.3699 -2.5570 1.8048
24 C 0.4202 -0.4459 -0.0351
25 H 1.0500 1.3441 -2.7241
26 H -2.3641 -1.5873 0.3521
27 H 1.2170 -1.1153 2.2429

The value obtained for the LUMO energy is 0.2 eV. Its highest occupied orbital energy is -8.383 eV. The energy relative to the best compared isomer or geometry (same formula, charge and spin) is 28.38 kcal per mole.

Entry 4:
The following is a quantum chemistry calculation of one molecule with the formula C9H14O3 in a non-equilibrium geometry, from the Open Molecules 2025 dataset.

Positions of all 26 atoms, in Å:
1 H -0.1675 1.3268 -0.0673
2 C -0.3603 -0.6924 1.6684
3 H 2.3672 0.9497 -1.7461
4 O 0.6352 -0.5642 -0.5456
5 H -1.5579 2.0985 3.2499
6 H -0.1211 -2.1924 0.3433
7 H -3.9133 -2.4422 -1.0439
8 C -0.9150 0.2287 4.0587
9 C -0.5135 -0.2701 2.8019
10 H -0.5424 2.1966 4.7479
11 C 0.4191 0.8263 -0.8585
12 C -1.8746 -1.7216 -1.4052
13 H -1.3319 -1.2531 -2.2446
14 H -3.8528 -0.9193 -1.8588
15 C -1.3232 1.6687 4.2311
16 H -1.4520 -2.6944 -1.2864
17 C 1.7163 1.5754 -1.1393
18 O -1.7056 -0.9438 -0.2359
19 H 1.5418 2.5271 -1.6822
20 C -0.3631 -1.1227 0.2774
21 C -3.3495 -1.8971 -1.7816
22 H -0.2533 0.8927 -1.7494
23 O -0.9432 -0.5336 4.9948
24 H 2.2617 1.7981 -0.2346
25 H -2.2479 1.7033 4.8618
26 H -3.4127 -2.4023 -2.7496

The value obtained for the LUMO energy is 0.2 eV. Its highest occupied orbital energy is -10.019 eV. The energy relative to the best compared isomer or geometry (same formula, charge and spin) is 45.63 kcal per mole. The SMILES is CCOC(C#CC(C)=O)OCC.

Entry 5:
The following is a quantum chemistry calculation of C9H14O4S as an isolated structure in a non-equilibrium geometry, from the Open Molecules 2025 dataset.

Positions of all 28 atoms, in Å:
1 H -1.0063 2.1153 0.4582
2 H -0.5522 -1.5649 2.7491
3 H -2.7970 1.5914 2.3965
4 H 3.0672 -1.9318 -0.5694
5 C 0.5072 1.8054 -3.6268
6 C -0.8252 1.4745 1.3684
7 C -1.7554 1.8845 2.4796
8 O 1.2398 -0.4138 0.1838
9 H -1.5743 2.9500 2.7769
10 H 0.9131 -2.1621 2.1473
11 C 0.9050 -0.6406 -2.1224
12 C 1.1788 -1.4516 -0.8163
13 H -0.4161 1.8526 -3.9697
14 O 0.8660 -1.1563 -3.2263
15 H -1.5017 1.3742 3.4326
16 C 0.3003 -1.2303 2.1751
17 H -1.0518 -1.9618 -0.8389
18 C -0.1552 -2.0409 -0.2617
19 O -2.2258 -0.1378 0.2606
20 H 0.7356 -0.4262 2.6330
21 H 0.0053 -3.1627 0.1200
22 H 0.2911 1.3438 1.5027
23 C -1.1277 0.0918 0.7135
24 O 2.1812 -2.3163 -0.6914
25 H 1.0398 2.6968 -3.7602
26 C 0.0012 -0.8783 0.7278
27 S 0.6364 1.1435 -1.9353
28 H 1.1206 1.1516 -4.3067

The value obtained for the LUMO energy is 0.6 eV. Its highest occupied orbital energy is -9.433 eV. The energy relative to the best compared isomer or geometry (same formula, charge and spin) is 0.00 kcal per mole.

Entry 6:
The following is a quantum chemistry calculation of an isolated ion of composition C9H15BrClN2 and charge +1 in a non-equilibrium geometry, from the Open Molecules 2025 dataset.

Positions of all 28 atoms, in Å:
1 C -2.5458 -0.9837 0.3347
2 N -0.6485 2.1608 -0.2454
3 Cl 3.7468 1.8987 1.2641
4 Br -3.7936 -2.0105 1.4829
5 C 3.0927 -0.2269 -0.5033
6 H -1.5510 -1.5008 0.4168
7 H -3.4925 -0.2064 -1.5946
8 C -2.4771 0.5524 0.7917
9 H 0.0970 -0.4512 1.5584
10 C -1.0364 1.0746 0.4900
11 C 1.1708 1.1312 0.4621
12 C -3.0010 -1.1355 -1.1941
13 H 4.2037 -0.2131 -0.6360
14 H -2.7843 0.6694 1.8670
15 H 2.6749 -2.1823 -1.4245
16 H 2.6167 0.3297 -1.3691
17 C 2.6058 0.5679 0.8037
18 H 2.8370 -2.2150 0.4504
19 C 2.4468 -1.6699 -0.4539
20 H 2.4943 -0.1409 1.6777
21 H -2.0938 -1.4392 -1.7979
22 H 1.4301 3.0040 -0.8365
23 H 1.3195 -1.6263 -0.3468
24 H -1.2829 2.8104 -0.7174
25 H -3.7119 -2.0013 -1.2566
26 C 0.7737 2.2730 -0.3193
27 H -3.1714 1.1431 0.1199
28 N 0.0803 0.3877 0.9760

The value obtained for the LUMO energy is -3.4 eV. Its highest occupied orbital energy is -13.388 eV. As for the net charge: +1. The SMILES is CC[C@@H](Cl)c1c[nH]c(C[C@H](C)Br)[nH+]1.

no.,E (hartree)
1,-426.264005
2,-426.240693
3,-1298.031515
4,-576.945818
5,-1050.406354
6,-3495.387615